Entry 1:
C2H2O2S3 | ωB97M-V/def2-TZVPD

The electronic energy comes out at -1422.3218 Eh. The maximum force comes out at 3.4 eV/A. For the energy above the lowest of the compared OMol25 structures with the same formula, charge and spin, the calculation gives 1.648 eV. The molar mass is 154.24 g mol⁻¹. The value obtained for the HOMO energy is -8.74 eV.

CARTESIAN COORDINATES (ANGSTROEM)
1 C -2.476 0.268 0.055
2 C -0.271 0.583 0.740
3 H 0.493 -0.258 0.951
4 O 2.022 -0.087 -1.886
5 S -1.861 0.598 1.603
6 S -1.045 0.204 -0.885
7 H 0.150 1.541 0.948
8 S 1.462 -1.334 -1.495
9 O 1.526 -1.514 -0.031

natural (NBO) population analysis, charges in e, atoms 1 to 2:
1. C -0.50
2. C -0.69



Entry 2:
C3H8FN3O | ωB97M-V/def2-TZVPD

The electronic energy comes out at -458.2934 Eh. The maximum force comes out at 4.7 eV/A. For the energy above the lowest of the compared OMol25 structures with the same formula, charge and spin, the calculation gives 4.165 eV. The structure (SMILES) is NN(/C=N\O)CCF. The molar mass is 121.12 g mol⁻¹. The value obtained for the HOMO energy is -10.08 eV.

CARTESIAN COORDINATES (ANGSTROEM)
1 C -1.133 0.493 0.759
2 H 1.655 0.619 -1.400
3 C 1.795 0.252 -0.290
4 N -1.217 1.756 0.527
5 C 0.794 -0.781 0.265
6 H -1.442 -0.041 1.664
7 N -1.405 -1.551 -0.530
8 O -0.543 2.222 -0.633
9 N -0.518 -0.449 -0.136
10 H -0.486 1.302 -1.003
11 H 1.060 -1.910 -0.136
12 H -1.859 -1.704 0.327
13 H 0.771 -0.860 1.398
14 H -2.159 -0.926 -1.103
15 H 1.528 1.231 0.138
16 F 3.160 0.347 0.152

natural (NBO) population analysis, charges in e, atoms 1 to 2:
1. C 0.11
2. H 0.19



Entry 3:
C17H13Cl3GeInN2O2 | ωB97M-V/def2-TZVPD

The electronic energy comes out at -4562.6746 Eh. The maximum force comes out at 2.2 eV/A. As for the expectation value of S²: 0.75. As for the spin multiplicity: 2. The molar mass is 571.09 g mol⁻¹. The net charge is +2. The value obtained for the HOMO energy (spin up / spin down) is -14.79 / -14.79 eV.

CARTESIAN COORDINATES (ANGSTROEM)
1 H 4.885 -1.878 -1.060
2 O 2.552 -1.072 -2.147
3 H -5.761 0.680 1.754
4 C -3.174 -0.720 -1.051
5 H -0.965 1.330 2.796
6 H 1.400 -0.600 2.190
7 C -2.987 1.521 3.496
8 H 3.588 -1.421 2.977
9 C -4.716 0.800 1.987
10 N -0.134 0.261 0.499
11 C 4.361 -1.683 0.982
12 Cl 0.758 5.315 -1.645
13 In 0.374 -0.033 -3.522
14 C -2.379 0.602 1.360
15 Cl 2.219 2.300 -2.825
16 Cl -0.958 2.766 -3.496
17 C -4.335 1.349 3.200
18 C -1.403 0.106 0.445
19 H -3.470 -1.208 -1.969
20 H 3.514 -2.797 -2.809
21 H 4.362 -1.267 -3.184
22 N 0.758 -0.101 -0.251
23 C 3.387 -1.748 -3.087
24 C 4.109 -1.583 -0.372
25 H -2.696 1.930 4.450
26 C -3.749 0.391 1.060
27 H 5.324 -2.038 1.317
28 C -2.013 1.178 2.578
29 O -0.856 -1.067 -1.497
30 H -5.077 1.651 3.921
31 C -1.783 -0.660 -0.791
32 H -5.144 -0.365 -0.399
33 C 2.886 -1.107 -0.850
34 C 3.384 -1.340 1.920
35 C -4.095 -0.240 -0.172
36 H 2.863 -1.689 -4.042
37 C 2.169 -0.889 1.489
38 Ge 0.896 4.026 -3.359
39 C 1.907 -0.700 0.106

natural (NBO) population analysis, charges in e, atoms 1 to 2:
1. H 0.25
2. O -0.52



Entry 4:
C6H36NO12 | ωB97M-V/def2-TZVPD

The electronic energy comes out at -1207.8247 Eh. The maximum force comes out at 4.2 eV/A. For the energy above the lowest of the compared OMol25 structures with the same formula, charge and spin, the calculation gives 4.481 eV. The molar mass is 314.35 g mol⁻¹. The net charge is -1. The value obtained for the HOMO energy is -6.14 eV.

CARTESIAN COORDINATES (ANGSTROEM)
1 O 2.287 2.557 -1.458
2 H -4.196 -0.429 0.610
3 H 1.048 1.305 1.006
4 N -1.408 0.363 2.793
5 O -0.782 -2.430 -1.119
6 H 3.541 -1.233 0.859
7 H 2.236 1.731 -0.947
8 O -3.403 -3.399 0.954
9 H 1.736 0.394 2.405
10 H -1.239 -1.622 3.611
11 H 0.211 1.882 2.955
12 H -2.544 -0.830 -2.790
13 H 0.778 -2.590 -0.988
14 O 3.091 -0.566 -1.387
15 H -1.053 -3.350 -1.157
16 H -0.352 0.557 0.348
17 O -3.125 -1.641 -1.282
18 C -0.185 2.528 -1.340
19 H -2.977 -2.686 1.409
20 H 1.899 -2.912 0.051
21 H -3.349 -2.311 -1.922
22 O -4.482 0.282 0.019
23 H -0.457 1.446 -1.474
24 C -0.184 2.805 0.138
25 H -3.437 -3.278 0.027
26 H 0.557 -1.466 -3.690
27 O 1.780 -2.639 -0.868
28 H 4.281 1.012 -0.140
29 C 1.090 3.022 -2.061
30 H -1.435 2.246 2.242
31 H 2.316 -0.110 -1.707
32 O 0.372 -0.866 -2.972
33 H 1.190 4.107 -1.853
34 O 3.493 1.147 0.458
35 C -0.634 1.535 2.397
36 H -4.763 -0.173 -0.800
37 C -0.633 -0.718 3.525
38 O -2.730 -0.466 -3.726
39 H 0.638 3.458 0.445
40 H -1.830 -0.112 -3.720
41 H 2.937 -1.148 2.266
42 C -0.099 1.462 0.892
43 H -1.006 3.458 0.495
44 O 3.313 -1.815 1.609
45 H 3.155 0.959 2.815
46 H 0.249 -0.981 2.928
47 O 2.549 0.225 2.868
48 H -1.005 3.101 -1.784
49 H -0.330 -0.234 4.458
50 H -0.008 -1.478 -2.277
51 H 1.191 2.753 -3.109
52 H 2.757 -1.435 -0.975
53 H -2.044 -1.834 -1.072
54 H 2.951 0.409 0.024
55 H -1.955 0.006 2.012

natural (NBO) population analysis, charges in e, atoms 1 to 2:
1. O -0.76
2. H 0.47